i.
21
Properties=species:S:1:pos:R:3:lowdin_charge:R:1 method="wB97M-V/def2-TZVPD" charge=0 e_homo_ev=-8.34 orbital_gap_ev=9.08 smiles=CCNCN.O.O
C 1.97 -2.05 1.60 -0.095
C 0.86 -0.96 1.77 -0.280
N 0.54 -0.20 0.57 -0.104
C 0.62 1.26 0.66 -0.271
N -0.47 1.93 -0.04 0.011
H 2.45 -2.20 2.56 0.061
H 2.70 -1.75 0.85 0.065
H 1.45 -2.96 1.30 0.057
H 0.00 -1.57 2.10 0.104
H 1.24 -0.22 2.47 0.096
H 0.30 -0.74 -0.23 0.071
H 1.52 1.58 0.13 0.109
H 0.46 1.43 1.72 0.111
H -0.64 1.72 -1.01 0.009
H -1.28 1.99 0.54 0.071
O -1.84 -1.10 -1.09 -0.058
H -1.24 -0.40 -0.80 -0.029
H -1.42 -1.94 -0.87 0.034
O -1.33 1.16 -2.81 -0.049
H -0.52 0.66 -2.87 0.040
H -1.32 2.11 -2.71 0.046



ii.
21
Properties=species:S:1:pos:R:3:lowdin_charge:R:1 method="wB97M-V/def2-TZVPD" charge=0 e_homo_ev=-9.52 orbital_gap_ev=10.36 smiles=CCNCN.O.O
C -1.15 -0.31 -2.59 -0.098
C 0.07 -0.29 -1.70 -0.278
N -0.22 -0.71 -0.32 -0.098
C -0.22 0.40 0.65 -0.327
N -0.19 0.04 2.04 0.025
H -1.92 0.34 -2.18 0.071
H -0.92 -0.02 -3.62 0.075
H -1.57 -1.32 -2.61 0.075
H 0.54 0.69 -1.67 0.108
H 0.83 -0.96 -2.09 0.102
H -1.14 -1.15 -0.29 0.110
H 0.64 1.02 0.43 0.090
H -1.09 1.05 0.51 0.123
H 0.53 -0.65 2.26 0.052
H -1.09 -0.29 2.36 0.069
O 1.20 3.80 1.80 -0.067
H 1.28 3.47 2.71 0.038
H 1.10 2.95 1.34 0.009
O 0.98 -2.70 1.35 -0.094
H 1.63 -3.29 0.96 0.028
H 0.71 -2.06 0.66 -0.015



Which of them is most stable? Easy: ii.



i.
21
Properties=species:S:1:pos:R:3:lowdin_charge:R:1 method="wB97M-V/def2-TZVPD" charge=0 e_homo_ev=-8.73 orbital_gap_ev=9.48 smiles=NCCCN.O.O
N 2.17 -0.26 0.05 0.002
C 1.02 -0.94 0.60 -0.299
C -0.24 -0.76 -0.25 -0.209
C -1.46 -1.37 0.42 -0.287
N -2.15 -0.40 1.32 -0.006
H 2.59 -0.48 -0.83 0.065
H 2.42 0.58 0.51 0.055
H 1.25 -1.99 0.74 0.105
H 0.81 -0.50 1.58 0.108
H -0.04 -1.18 -1.24 0.110
H -0.41 0.30 -0.46 0.091
H -2.21 -1.55 -0.31 0.088
H -1.19 -2.34 0.84 0.110
H -1.42 -0.02 1.93 0.051
H -2.64 -0.97 2.00 0.068
O -0.94 2.73 1.14 -0.069
H -0.37 2.08 0.71 0.005
H -1.63 2.09 1.40 0.014
O 1.77 1.41 -3.25 -0.066
H 1.40 1.47 -4.14 0.033
H 1.29 2.09 -2.77 0.031



ii.
21
Properties=species:S:1:pos:R:3:lowdin_charge:R:1 method="wB97M-V/def2-TZVPD" charge=0 e_homo_ev=-9.00 orbital_gap_ev=9.67 smiles=NCCCN.O.O
N 1.39 0.34 -1.21 -0.015
C 0.90 1.23 -0.14 -0.280
C -0.59 0.97 0.12 -0.198
C -1.08 2.17 1.04 -0.279
N -0.56 1.98 2.42 -0.016
H 1.52 0.91 -2.04 0.072
H 2.30 -0.05 -1.04 0.069
H 1.48 1.09 0.77 0.103
H 0.96 2.31 -0.38 0.110
H -0.83 0.09 0.73 0.100
H -1.14 0.86 -0.80 0.097
H -0.88 3.14 0.61 0.098
H -2.17 2.02 1.14 0.095
H 0.20 2.62 2.54 0.053
H -0.35 1.01 2.59 0.057
O -0.59 -1.63 -2.31 -0.089
H 0.15 -1.44 -1.73 -0.014
H -0.49 -1.30 -3.22 0.038
O 0.12 -5.67 0.06 -0.068
H -0.15 -5.86 0.97 0.037
H -0.19 -4.78 -0.12 0.030



iii.
21
Properties=species:S:1:pos:R:3:lowdin_charge:R:1 method="wB97M-V/def2-TZVPD" charge=0 e_homo_ev=-9.18 orbital_gap_ev=9.75 smiles=CCNCN.O.O
C 0.06 2.50 0.83 -0.066
C 1.14 1.40 0.36 -0.264
N 0.44 0.11 0.12 -0.103
C 1.36 -1.06 -0.02 -0.338
N 0.84 -2.38 -0.40 -0.012
H 0.56 3.44 1.15 0.070
H -0.66 2.64 0.09 0.024
H -0.28 2.19 1.89 0.091
H 1.98 1.26 1.04 0.096
H 1.56 1.59 -0.61 0.086
H -0.23 -0.04 0.83 0.076
H 2.17 -0.81 -0.80 0.127
H 1.89 -1.26 0.92 0.106
H 0.01 -2.23 -1.01 0.074
H 0.50 -2.74 0.49 0.045
O -2.50 -4.07 1.57 -0.021
H -2.89 -3.55 0.91 0.006
H -1.66 -4.40 1.32 0.010
O -1.48 2.90 -2.95 -0.095
H -1.93 2.09 -3.33 0.065
H -0.86 2.39 -2.38 0.022



iv.
21
Properties=species:S:1:pos:R:3:lowdin_charge:R:1 method="wB97M-V/def2-TZVPD" charge=0 e_homo_ev=-8.94 orbital_gap_ev=9.57 smiles=CCNCN.O.O
C -1.49 1.69 -1.65 -0.103
C -0.20 0.99 -1.20 -0.299
N -0.43 -0.42 -0.86 -0.069
C 0.71 -0.94 -0.06 -0.340
N 0.28 -2.17 0.57 0.008
H -1.92 1.29 -2.57 0.066
H -1.22 2.75 -1.71 0.070
H -2.29 1.68 -0.90 0.063
H 0.48 1.09 -2.07 0.109
H 0.20 1.54 -0.36 0.101
H -0.49 -0.93 -1.73 0.104
H 0.96 -0.20 0.69 0.077
H 1.60 -1.11 -0.67 0.106
H -0.67 -2.10 0.90 0.058
H 0.46 -2.98 0.01 0.051
O 3.16 0.23 0.68 -0.074
H 3.84 -0.11 0.08 0.047
H 3.08 -0.59 1.20 0.046
O -2.34 0.60 2.09 -0.039
H -2.04 0.55 2.97 0.003
H -1.52 0.54 1.59 0.016



Which of them is most stable? Easy: i.